Record 1
DFT (the ωB97M-V functional and the def2-TZVPD basis) results for a structure of composition C4H3GaLiO6 in a non-equilibrium geometry.

The molar mass comes out at 223.726 g/mol. The expectation value of S² is 0.7548. The calculation puts the relative energy (zero: lowest compared OMol25 entry of this formula, charge and spin) at 32.6 kcal per mole. The orbital gap (alpha / beta) comes out at 7.94 / 8.11 eV.

Structure (ORCA input):
```
! RIJCOSX wB97M-V def2-TZVPD def2/J DEFGRID3
* xyz 0 2
O -3.077 1.998 1.714
C -2.407 0.960 1.502
O -2.835 -0.199 1.711
O -1.167 1.158 0.999
C -0.313 0.085 0.812
O 1.492 -0.844 -0.327
C 2.629 -0.614 -1.069
C 0.509 0.113 -0.260
O 2.707 0.383 -1.785
O 3.305 -1.673 -1.213
Li -4.502 0.743 2.213
Ga 4.323 -2.026 -2.356
H -0.633 -0.853 1.268
H 0.709 1.043 -0.795
H -0.741 -0.272 -2.415
*
```

***

Record 2
DFT (the ωB97M-V functional and the def2-TZVPD basis) results for a structure of composition C42H48BaBrF2N3O6S6 in a non-equilibrium geometry.

The molar mass comes out at 1138.491 g/mol. The calculation puts the relative energy (zero: lowest compared OMol25 entry of this formula, charge and spin) at 0.0 kcal per mole. The orbital gap comes out at 6.24 eV.

Structure (ORCA input):
```
! RIJCOSX wB97M-V def2-TZVPD def2/J DEFGRID3
* xyz -2 1
Ba 10.611 13.971 14.341
C 15.640 17.062 18.842
O 14.481 17.577 19.397
C 13.302 17.192 18.880
C 12.169 17.808 19.507
C 10.944 17.548 18.926
C 10.861 16.656 17.813
C 9.624 16.296 17.281
C 8.412 16.247 18.224
O 9.350 15.861 16.131
C 12.050 16.136 17.166
O 12.057 15.417 16.146
C 13.261 16.292 17.889
H 15.650 15.972 18.907
H 16.472 17.436 19.465
H 15.767 17.290 17.781
H 12.410 18.492 20.287
H 10.038 18.005 19.335
H 7.665 16.880 17.771
H 8.600 16.433 19.271
H 8.114 15.230 18.121
H 14.169 15.906 17.485
O 13.509 13.178 15.848
C 14.611 13.048 15.008
C 14.275 13.944 13.606
O 15.132 14.467 12.897
O 13.029 13.999 13.328
C 14.644 11.489 14.561
C 13.687 10.571 14.872
C 13.892 9.201 14.580
C 15.017 8.814 13.812
C 15.867 9.824 13.302
C 15.715 11.092 13.734
C 15.833 13.412 15.781
C 16.506 14.639 15.463
C 17.667 14.973 16.165
C 18.273 14.194 17.149
C 17.608 13.020 17.480
C 16.413 12.649 16.840
H 13.427 14.119 16.016
H 12.797 10.812 15.396
H 13.111 8.458 14.905
H 15.225 7.752 13.618
H 16.720 9.519 12.732
H 16.411 11.852 13.356
H 16.087 15.306 14.749
H 18.123 15.916 15.934
H 19.186 14.532 17.636
H 18.047 12.370 18.226
H 15.921 11.761 17.113
C 6.586 12.080 14.500
S 6.278 10.350 14.960
C 7.348 10.253 16.308
C 8.729 10.255 16.234
S 9.651 10.521 14.869
S 9.509 10.035 17.774
C 8.093 9.794 18.727
S 8.129 9.335 20.353
S 6.645 10.079 17.897
H 5.619 12.538 14.290
H 7.319 12.147 13.727
H 6.934 12.493 15.416
Br 12.534 7.151 10.772
C 12.249 8.946 11.283
C 10.958 9.272 11.722
C 10.687 10.566 12.043
N 11.641 11.499 12.043
C 12.833 11.150 11.767
C 13.252 9.890 11.314
H 10.148 8.518 11.759
H 9.654 10.913 12.343
H 13.529 11.935 11.862
H 14.302 9.633 11.100
C 14.683 12.908 8.338
C 13.765 13.683 9.258
C 13.127 14.896 8.588
C 11.843 15.465 9.234
N 12.047 15.745 10.634
C 11.410 16.651 11.402
S 10.099 17.597 10.895
N 11.989 16.746 12.628
C 11.704 17.782 13.613
C 12.721 18.942 13.404
C 14.159 18.551 13.288
C 14.879 18.313 14.662
H 15.167 12.045 8.868
H 15.507 13.477 7.929
H 14.147 12.500 7.441
H 14.239 13.974 10.164
H 12.983 13.019 9.639
H 12.833 14.682 7.566
H 13.853 15.695 8.512
H 10.987 14.805 9.077
H 11.538 16.421 8.777
H 12.511 14.984 11.167
H 12.820 16.173 12.808
H 11.883 17.282 14.566
H 10.676 18.145 13.637
H 12.537 19.620 14.202
H 12.277 19.416 12.502
H 14.655 19.352 12.759
H 14.312 17.681 12.615
H 15.029 19.287 15.168
H 15.859 17.863 14.508
H 14.331 17.670 15.319
F 9.142 13.352 11.828
C 9.007 14.759 12.290
F 7.884 14.554 13.251
H 8.508 15.322 11.499
*
```

***

Record 3
DFT (the ωB97M-V functional and the def2-TZVPD basis) results for a cluster of 4 separate species, C39H72BClFIN2O10 in total in a non-equilibrium geometry.

The molar mass comes out at 921.176 g/mol. The orbital gap comes out at 8.64 eV. The SMILES is C[C@H](Cl)C[C@@H](CCCI)O[C@@H](F)[C@@H](NCCOCCOc1ccc(C(C)(C)CC(C)(C)C)cc1)B(N)O.CCOC(C)=O.CCOC(C)=O.CCOC(C)=O.

Structure (ORCA input):
```
! RIJCOSX wB97M-V def2-TZVPD def2/J DEFGRID3
* xyz 0 1
C 4.486 -0.301 -2.112
C 4.361 -1.819 -2.226
Cl 4.137 -2.271 -3.957
C 3.304 -2.394 -1.280
C 1.870 -2.452 -1.798
C 1.362 -3.903 -1.921
C 2.214 -4.848 -2.751
C 1.600 -6.234 -2.884
I 1.212 -7.192 -1.012
O 1.075 -1.817 -0.789
C -0.111 -1.301 -1.229
F -1.035 -2.325 -1.420
C -0.704 -0.270 -0.265
N -1.755 -0.868 0.565
C -1.284 -1.882 1.527
C -2.054 -3.197 1.340
O -2.609 -3.669 2.558
C -2.722 -5.074 2.627
C -4.078 -5.550 2.111
O -4.002 -6.670 1.207
C -3.741 -6.254 -0.085
C -4.764 -5.893 -0.957
C -4.468 -5.428 -2.244
C -3.157 -5.315 -2.708
C -2.795 -4.760 -4.093
C -3.915 -4.973 -5.120
C -1.589 -5.580 -4.627
C -2.266 -3.312 -3.983
C -3.235 -2.109 -4.005
C -3.613 -1.667 -5.430
C -4.486 -2.283 -3.155
C -2.438 -0.926 -3.393
C -2.142 -5.730 -1.831
C -2.429 -6.191 -0.543
B 0.389 0.560 0.573
N 0.582 1.971 0.322
O 1.167 -0.043 1.529
H 5.162 -0.092 -1.287
H 4.986 0.075 -2.997
H 3.528 0.187 -1.968
H 5.316 -2.245 -1.944
H 3.638 -3.349 -0.888
H 3.287 -1.716 -0.429
H 1.750 -1.968 -2.767
H 1.335 -4.283 -0.902
H 0.370 -3.912 -2.364
H 3.229 -4.968 -2.379
H 2.304 -4.479 -3.772
H 0.659 -6.194 -3.423
H 2.259 -6.873 -3.458
H 0.004 -0.845 -2.216
H -1.193 0.467 -0.904
H -2.276 -0.139 1.029
H -1.454 -1.512 2.536
H -0.237 -2.102 1.367
H -2.862 -3.005 0.632
H -1.401 -3.930 0.865
H -2.627 -5.336 3.680
H -1.907 -5.586 2.123
H -4.719 -5.857 2.930
H -4.579 -4.723 1.610
H -5.780 -5.956 -0.597
H -5.295 -5.133 -2.868
H -3.823 -4.311 -5.973
H -3.819 -5.985 -5.512
H -4.911 -4.929 -4.702
H -0.679 -5.263 -4.125
H -1.454 -5.306 -5.672
H -1.750 -6.647 -4.529
H -1.513 -3.124 -4.750
H -1.754 -3.259 -3.027
H -2.762 -1.861 -6.080
H -3.750 -0.589 -5.446
H -4.503 -2.159 -5.804
H -5.229 -2.913 -3.638
H -4.964 -1.312 -3.033
H -4.277 -2.665 -2.160
H -3.151 -0.143 -3.138
H -1.962 -1.229 -2.462
H -1.729 -0.509 -4.104
H -1.099 -5.679 -2.098
H -1.633 -6.509 0.112
H 0.493 2.548 1.149
H -0.048 2.301 -0.395
H 1.777 0.619 1.874
C 2.585 2.407 5.836
C 3.524 3.131 4.894
O 2.924 3.371 3.617
C 2.155 4.450 3.367
C 1.674 5.299 4.515
O 1.825 4.662 2.229
H 1.700 3.004 6.056
H 3.089 2.182 6.776
H 2.246 1.473 5.387
H 3.904 4.061 5.320
H 4.390 2.505 4.684
H 0.696 4.938 4.836
H 1.581 6.320 4.158
H 2.354 5.320 5.361
C 6.704 6.177 2.739
C 5.295 6.681 2.505
O 4.532 6.716 3.716
C 4.543 7.749 4.580
C 5.595 8.823 4.440
O 3.748 7.751 5.480
H 7.265 6.840 3.398
H 7.240 6.099 1.794
H 6.677 5.194 3.209
H 5.279 7.654 2.012
H 4.758 5.991 1.856
H 6.448 8.558 5.063
H 5.174 9.757 4.801
H 5.933 8.985 3.419
C -0.813 6.598 1.259
C -2.226 7.044 0.947
O -3.056 7.044 2.111
C -3.125 8.082 2.968
C -2.105 9.195 2.865
O -3.957 8.067 3.830
H -0.319 7.281 1.950
H -0.217 6.544 0.348
H -0.819 5.615 1.728
H -2.254 8.017 0.453
H -2.696 6.336 0.266
H -1.273 8.967 3.530
H -2.578 10.116 3.198
H -1.726 9.363 1.860
*
```

***

Record 4
DFT (the ωB97M-V functional and the def2-TZVPD basis) results for an isolated molecule of C21H29N5O2S in a non-equilibrium geometry.

The molar mass comes out at 415.563 g/mol. The calculation puts the relative energy (zero: lowest compared OMol25 entry of this formula, charge and spin) at 3.6 kcal per mole. The orbital gap comes out at 9.29 eV. The SMILES is CCc1nnc(NC(=O)CCC(=O)N2CCN(Cc3ccc(C)cc3C)CC2)s1.

Structure (ORCA input):
```
! RIJCOSX wB97M-V def2-TZVPD def2/J DEFGRID3
* xyz 0 1
C -2.496 3.522 -4.573
C -2.815 2.151 -5.170
C -1.841 1.128 -4.721
N -2.124 0.108 -4.003
N -1.095 -0.679 -3.713
C 0.028 -0.270 -4.195
N 1.244 -0.862 -4.086
C 1.711 -1.809 -3.188
O 2.883 -2.097 -3.223
C 0.715 -2.461 -2.263
C 1.315 -2.478 -0.856
C 1.687 -1.050 -0.476
O 1.545 -0.133 -1.269
N 2.209 -0.855 0.750
C 2.387 -1.829 1.797
C 1.497 -1.464 2.990
N 1.855 -0.142 3.460
C 1.269 0.222 4.746
C -0.243 0.294 4.781
C -0.956 -0.893 4.917
C -2.336 -0.920 4.893
C -3.054 0.258 4.742
C -4.551 0.251 4.682
C -2.345 1.446 4.645
C -0.957 1.491 4.665
C -0.286 2.833 4.592
C 1.645 0.837 2.411
C 2.518 0.484 1.206
S -0.127 1.223 -5.132
H -3.227 4.253 -4.906
H -2.518 3.475 -3.487
H -1.507 3.851 -4.886
H -3.808 1.823 -4.858
H -2.792 2.214 -6.261
H 1.994 -0.417 -4.604
H 0.544 -3.482 -2.609
H -0.226 -1.915 -2.279
H 2.223 -3.086 -0.853
H 0.597 -2.892 -0.148
H 2.155 -2.832 1.448
H 3.435 -1.799 2.119
H 1.668 -2.181 3.796
H 0.440 -1.525 2.678
H 1.606 -0.532 5.464
H 1.711 1.179 5.031
H -0.415 -1.818 5.060
H -2.858 -1.861 4.997
H -4.962 1.154 5.130
H -4.881 0.211 3.643
H -4.956 -0.616 5.198
H -2.895 2.373 4.555
H -1.021 3.624 4.723
H 0.197 2.980 3.628
H 0.468 2.937 5.370
H 1.945 1.817 2.786
H 0.589 0.882 2.091
H 2.336 1.173 0.380
H 3.573 0.525 1.495
*
```

***

Record 5
DFT (the ωB97M-V functional and the def2-TZVPD basis) results for a structure of composition C22H36FInNO.

The molar mass comes out at 464.352 g/mol. The orbital gap comes out at 6.62 eV.

Structure (ORCA input):
```
! RIJCOSX wB97M-V def2-TZVPD def2/J DEFGRID3
* xyz -1 1
C 4.657 0.981 1.908
C 5.639 0.030 1.223
C 5.645 -1.399 1.747
C 4.456 -2.295 1.312
N 3.770 -1.795 0.118
In 1.733 -1.183 0.550
C 0.528 -3.078 0.312
C -0.772 -3.119 1.079
O -1.093 -1.876 1.712
C -2.465 -1.649 1.856
C -2.672 -0.323 2.548
C 1.062 0.391 -0.901
C -0.181 1.104 -0.384
F 2.093 1.383 -1.043
H 4.489 0.704 2.950
H 5.039 2.004 1.892
H 3.688 0.987 1.412
H 6.652 0.429 1.340
H 5.421 0.003 0.157
H 6.569 -1.867 1.392
H 5.699 -1.385 2.839
H 4.863 -3.294 1.122
H 3.785 -2.418 2.173
H 3.682 -2.562 -0.537
H 1.725 -0.522 2.187
H 0.329 -3.208 -0.752
H 1.199 -3.874 0.636
H -0.740 -3.885 1.863
H -1.609 -3.372 0.413
H -2.950 -1.638 0.870
H -2.917 -2.461 2.445
H -2.268 0.484 1.940
H -2.161 -0.311 3.509
H -3.736 -0.140 2.693
H 0.891 0.037 -1.919
H -0.774 0.436 0.244
H -0.825 1.510 -1.168
H 0.143 1.919 0.264
C -4.858 -3.090 -1.360
C -5.578 -2.878 -2.527
C -6.952 -2.692 -2.472
C -7.607 -2.715 -1.249
C -6.887 -2.926 -0.081
C -5.513 -3.116 -0.137
H -3.785 -3.229 -1.400
H -5.065 -2.852 -3.480
H -7.513 -2.525 -3.383
H -8.678 -2.566 -1.205
H -7.396 -2.939 0.874
H -4.948 -3.276 0.772
C 1.490 6.812 -1.051
C 1.306 7.185 -2.375
C 1.164 6.210 -3.354
C 1.205 4.867 -3.006
C 1.389 4.490 -1.683
C 1.531 5.467 -0.707
H 1.604 7.570 -0.286
H 1.274 8.233 -2.644
H 1.023 6.500 -4.388
H 1.096 4.106 -3.769
H 1.426 3.442 -1.414
H 1.679 5.175 0.325
*
```

***

Record 6
DFT (the ωB97M-V functional and the def2-TZVPD basis) results for a cluster of 2 separate species, C5H12O in total.

The molar mass comes out at 88.150 g/mol. The calculation puts the relative energy (zero: lowest compared OMol25 entry of this formula, charge and spin) at 30.6 kcal per mole. The orbital gap comes out at 10.92 eV. The SMILES is C=CCC.CO.

Structure (ORCA input):
```
! RIJCOSX wB97M-V def2-TZVPD def2/J DEFGRID3
* xyz 0 1
C -0.669 1.627 -0.463
C 0.359 1.027 -1.063
C 0.329 -0.350 -1.668
C 1.509 -1.211 -1.211
H -0.593 2.629 -0.051
H -1.637 1.137 -0.371
H 1.312 1.556 -1.135
H -0.622 -0.838 -1.421
H 0.355 -0.260 -2.764
H 2.463 -0.747 -1.490
H 1.476 -2.204 -1.670
H 1.511 -1.339 -0.122
C -1.210 -0.390 2.371
O -0.281 0.669 2.399
H -0.760 -1.353 2.663
H -1.675 -0.512 1.380
H -2.005 -0.156 3.087
H 0.137 0.714 1.528
*
```

***

Number 3 is which compound?
C39H72BClFIN2O10